No. 1
Here is a structure of composition C28H26FNO5PtS2 from OMol25. Energies are from ωB97M-V/def2-TZVPD.

Last column: Mulliken charge in e.
Cartesian coordinates (Å):
Pt1 -0.901312 2.122384 -0.447168  1.96
C1 -4.919602 -4.546906 -0.845284  -1.32
C2 -3.444127 -4.481464 -0.469578  -0.28
C3 -2.599724 -5.556173 -1.134112  -1.06
C4 -2.564749 -5.368239 -2.644994  -1.01
C5 -2.182435 -3.953351 -3.000038  0.75
C6 -1.684066 -3.653287 -4.245155  -0.63
C7 -1.280524 -2.354428 -4.553500  -0.05
F1 -0.807382 -2.106914 -5.774458  -0.33
C8 -1.336634 -1.344683 -3.639157  -0.98
C9 -1.866830 -1.616625 -2.369872  0.51
C10 -1.952027 -0.558499 -1.386256  1.68
O1 -1.459989 0.588991 -1.726655  -1.42
C11 -2.574197 -0.864570 -0.176342  -0.22
C12 -3.029358 -2.151601 0.044396  -0.18
N1 -2.896082 -3.141153 -0.817859  0.10
C13 -2.314662 -2.911749 -2.058560  -0.35
C14 -2.817333 0.110836 0.935906  0.32
O2 -3.434338 -0.241017 1.910788  -0.63
O3 -2.389917 1.343224 0.787161  -0.75
H1 -5.309354 -5.536213 -0.607234  0.39
H2 -5.071907 -4.356477 -1.907923  0.38
H3 -5.496914 -3.814419 -0.280782  0.40
H4 -3.348216 -4.577327 0.611427  0.50
H5 -3.017413 -6.529038 -0.878923  0.42
H6 -1.583307 -5.516679 -0.735300  0.36
H7 -3.535178 -5.611885 -3.083610  0.36
H8 -1.844352 -6.054590 -3.088991  0.50
H9 -1.593577 -4.428896 -4.995589  0.56
H10 -1.000015 -0.350874 -3.893411  0.56
H11 -3.533660 -2.367369 0.978428  0.60
C15 9.213894 -0.713667 1.618326  -1.10
C16 7.956732 -1.071418 2.327310  0.76
O4 7.389861 -2.092109 2.445190  -0.40
S1 7.244671 0.527387 3.187193  -0.06
C17 5.678300 0.690718 2.539321  0.79
C18 4.907083 -0.371574 1.988543  -0.41
C19 3.677453 -0.108094 1.464260  -0.73
C20 3.169726 1.216776 1.444198  0.71
C21 3.923783 2.269203 2.022671  -0.77
C22 5.140544 2.011931 2.574228  -0.56
C23 1.932003 1.489594 0.840068  2.17
C24 0.876887 1.745867 0.274288  -2.77
H12 9.615794 -1.586277 1.108889  0.33
H13 9.941842 -0.339820 2.342576  0.38
H14 9.021189 0.090206 0.907117  0.35
H15 5.285463 -1.380233 1.997937  0.50
H16 3.081484 -0.908034 1.048073  0.47
H17 3.533948 3.277046 2.005572  0.47
H18 5.726524 2.807663 3.015181  0.43
O5 -1.903986 3.913218 -0.657509  -0.61
S2 -2.711630 4.530882 0.537341  0.46
C25 -2.765025 6.292773 0.080475  -0.54
C26 -2.031753 7.051770 1.182159  -0.66
C27 -0.859818 6.163225 1.584904  -0.61
C28 -1.484279 4.799386 1.852316  -0.33
H19 -3.805882 6.583369 -0.042585  0.42
H20 -2.258197 6.344770 -0.884029  0.29
H21 -2.689873 7.211463 2.037830  0.32
H22 -1.707624 8.026419 0.820633  0.35
H23 -0.337924 6.538091 2.463779  0.38
H24 -0.144994 6.095132 0.762106  0.28
H25 -2.030187 4.768839 2.796247  0.43
H26 -0.796826 3.954489 1.808037  0.16

Forces on atoms 1 to 6 (eV/Å):
-0.131 -0.733 -0.257
0.033 0.058 0.012
-0.209 -0.178 -0.041
0.053 0.064 -0.089
-0.037 0.039 0.042
-0.071 -0.186 -0.005

The value obtained for the HOMO energy (spin up / spin down) is -13.4 / -13.4 eV. The charge is +2. For the total energy, the calculation gives -2528.3895 a.u. The expectation value of S² is 6.049. The LUMO energy (spin up / spin down) comes out at -5.52 / -8.75 eV. Its multiplicity is 5. The energy relative to the best compared isomer or geometry (same formula, charge and spin) comes out at 12.6 kcal/mol. The HOMO-LUMO gap (spin up / spin down) is 7.90 / 4.67 eV.

No. 2
Here is a cluster of 5 separate species, C20H57N8O10P3 in total in a non-equilibrium geometry from OMol25. Energies are from ωB97M-V/def2-TZVPD.

Last column: Mulliken charge in e.
Cartesian coordinates (Å):
O1 14.106530 -16.910590 -9.532910  -0.84
P1 12.953650 -16.598250 -8.615060  0.21
N1 12.028390 -15.236530 -9.035430  0.44
C1 12.676420 -14.216170 -9.736070  -1.17
C2 10.880480 -14.746820 -8.286730  -1.07
N2 13.426270 -16.342110 -6.984060  0.50
C3 14.836170 -15.978450 -6.655700  -1.16
C4 12.411310 -16.491530 -5.860160  -0.64
N3 11.818810 -17.867840 -8.595840  0.43
C5 10.606030 -17.861980 -9.451230  -1.06
C6 12.219330 -19.134810 -8.009570  -1.29
H1 12.556520 -13.272530 -9.203840  0.37
H2 12.346270 -14.227230 -10.774810  0.29
H3 13.763230 -14.291390 -9.700010  0.37
H4 11.194920 -14.219420 -7.386140  0.46
H5 10.262490 -15.544100 -7.873780  0.03
H6 10.202330 -14.102610 -8.846380  0.47
H7 15.078140 -14.963260 -6.970270  0.28
H8 15.050140 -16.133140 -5.598160  0.39
H9 15.537170 -16.663810 -7.132130  0.33
H10 12.077930 -15.502490 -5.545890  -0.34
H11 11.509370 -17.089020 -5.992850  0.26
H12 12.977010 -16.941280 -5.044190  0.53
H13 9.794360 -17.261500 -9.040470  0.26
H14 11.002610 -17.477090 -10.390750  0.35
H15 10.207470 -18.875550 -9.495050  0.44
H16 12.876190 -18.994680 -7.151090  0.27
H17 12.697530 -19.787360 -8.740060  0.38
H18 11.497530 -19.791490 -7.523890  0.45
O2 14.095470 -9.983680 -2.068300  -0.73
P2 13.316560 -11.243590 -1.869710  0.36
N4 13.784710 -12.543030 -2.920210  0.43
C7 13.177690 -13.828490 -2.958770  0.71
C8 14.835580 -12.314610 -3.908710  -0.97
N5 11.582290 -11.007130 -1.990200  0.46
C9 11.120600 -10.266680 -3.174460  -0.94
C10 10.555700 -11.247860 -0.931240  -0.98
N6 13.472520 -11.944880 -0.331330  0.26
C11 13.866490 -11.069650 0.754390  -1.13
C12 13.022100 -13.232020 0.143070  -1.06
H19 13.716220 -14.475020 -2.265890  0.21
H20 13.370070 -14.265720 -3.938520  -0.21
H21 12.099950 -13.739420 -2.822230  -0.62
H22 15.725270 -12.730930 -3.436230  0.42
H23 15.010780 -11.249060 -4.057100  0.35
H24 14.575690 -12.766640 -4.865900  0.37
H25 11.498110 -10.846050 -4.017030  0.28
H26 10.041530 -10.283260 -3.327600  0.37
H27 11.533930 -9.262480 -3.268420  0.32
H28 10.600430 -10.371940 -0.284050  0.37
H29 9.548660 -11.295030 -1.345670  0.41
H30 10.743500 -12.170330 -0.381810  0.26
H31 13.164070 -10.993840 1.584430  0.37
H32 14.773100 -11.503820 1.175860  0.38
H33 13.958980 -10.027990 0.446990  0.34
H34 12.548920 -13.255930 1.124720  0.36
H35 13.827580 -13.964940 0.189020  0.34
H36 12.312640 -13.713070 -0.530240  0.34
C13 4.720030 -11.575190 -4.648810  -0.77
N7 6.039600 -11.798270 -3.965640  0.94
O3 6.325820 -11.151020 -2.936580  -0.56
O4 6.704920 -12.632050 -4.481210  -0.53
H37 4.795530 -10.696330 -5.289120  0.29
H38 3.960360 -11.381770 -3.891460  0.30
H39 4.545950 -12.481150 -5.229360  0.33
C14 9.293160 -13.540500 -3.174320  -0.55
N8 9.776360 -13.859370 -4.586550  0.95
O5 9.227490 -14.738920 -5.250500  -0.46
O6 10.722220 -13.277910 -5.079380  -0.50
H40 8.353880 -14.076330 -3.037420  0.44
H41 9.094630 -12.470840 -3.107220  -0.16
H42 9.990670 -13.994850 -2.470660  0.28
C15 8.672020 -17.840720 -4.672040  -0.95
C16 9.765710 -18.134990 -3.614340  -0.13
O7 10.489440 -19.260970 -4.068580  0.01
P3 9.967420 -20.792780 -4.034840  0.64
O8 8.589070 -21.061250 -4.461910  -0.73
O9 10.163070 -21.178330 -2.445130  -0.25
C17 9.651650 -22.311810 -1.851360  -0.25
C18 10.776800 -22.993310 -1.125700  -1.13
O10 11.221040 -21.522510 -4.777620  -0.32
C19 12.595440 -21.092100 -4.665230  0.34
C20 13.267630 -21.620320 -3.318650  -1.22
H43 7.903790 -18.612840 -4.713940  0.42
H44 8.160720 -16.884460 -4.561420  0.31
H45 9.185910 -17.822160 -5.633120  0.13
H46 10.379650 -17.234640 -3.590920  0.04
H47 9.367270 -18.226150 -2.603880  0.39
H48 8.820860 -22.103780 -1.177120  0.29
H49 9.239450 -22.982310 -2.605430  0.32
H50 11.133780 -22.231280 -0.432900  0.27
H51 10.512900 -23.819790 -0.465870  0.43
H52 11.539280 -23.501570 -1.715940  0.21
H53 13.137380 -21.615380 -5.453000  0.37
H54 12.596540 -20.020040 -4.862140  -0.12
H55 14.261400 -21.181770 -3.228240  0.38
H56 12.677670 -21.404460 -2.427890  0.26
H57 13.421330 -22.698180 -3.266700  0.32

Forces on atoms 1 to 6 (eV/Å):
-1.213 1.252 1.525
-0.189 -1.016 -0.311
-0.718 -2.210 0.792
1.527 1.256 -0.758
-0.060 -0.826 1.085
-0.918 -1.002 -0.106

The value obtained for the HOMO energy (spin up / spin down) is -10.1 / -10.1 eV. The charge is +1. For the total energy, the calculation gives -3010.3638 a.u. The expectation value of S² is 0.761. The LUMO energy (spin up / spin down) comes out at -2.75 / -7.42 eV. Its multiplicity is 2. The HOMO-LUMO gap (spin up / spin down) is 7.33 / 2.66 eV.

No. 3
Here is a cluster of 6 separate species, CH16NO5 in total in a non-equilibrium geometry from OMol25. Energies are from ωB97M-V/def2-TZVPD.

Last column: Mulliken charge in e.
Cartesian coordinates (Å):
C1 -0.699528 2.274954 1.181098  -0.76
N1 -1.269713 1.479061 0.100229  -0.12
H1 -1.404413 3.009979 1.566672  0.37
H2 -0.200455 1.564257 1.881667  0.23
H3 0.220934 2.806419 0.867684  0.29
H4 -0.544470 1.402392 -0.716464  0.36
H5 -2.141467 1.873139 -0.260203  0.40
H6 -1.378032 0.453189 0.123217  0.29
H7 -1.507873 -1.786964 1.094623  0.31
H8 -1.373791 -1.297521 2.649895  0.27
O1 -1.178854 -1.139184 1.722674  -0.58
H9 2.423894 -1.471566 -1.760466  0.30
H10 2.123145 -0.762569 -0.461515  0.33
O2 1.974924 -0.697323 -1.419178  -0.68
H11 1.348023 0.957275 -1.765055  0.37
H12 0.464485 2.174731 -2.356430  0.32
O3 0.746329 1.695603 -1.569558  -0.68
H13 -1.698411 -1.607243 -1.717289  0.30
H14 -0.385767 -1.238553 -0.982042  0.38
O4 -1.345929 -1.114061 -0.971074  -0.70
H15 2.085835 -2.626171 1.500223  0.30
H16 0.795590 -1.653048 1.595001  0.34
O5 1.572681 -1.924468 1.091135  -0.63

Forces on atoms 1 to 6 (eV/Å):
2.204 -0.497 1.041
0.299 -0.491 -2.605
0.056 -0.538 0.349
-1.240 0.610 0.183
-0.841 0.023 -0.603
-0.479 1.102 0.540

The value obtained for the HOMO energy is -15.0 eV. The charge is +1. For the total energy, the calculation gives -478.4328 a.u. The LUMO energy comes out at -2.82 eV. The energy relative to the best compared isomer or geometry (same formula, charge and spin) comes out at 20.0 kcal/mol. The HOMO-LUMO gap is 12.19 eV.